{
  "formula": "C18H12Co2O7S2",
  "method": "wB97M-V/def2-TZVPD",
  "symbols": ["H", "O", "O", "C", "O", "O", "C", "S", "C", "C", "O", "C", "H", "C", "C", "H", "C", "C", "O", "C", "H", "S", "C", "Co", "C", "C", "C", "C", "H", "C", "H", "O", "C", "H", "H", "H", "H", "H", "C", "H", "Co"],
  "positions_angstrom": [[-7.7300, 0.9528, 1.3229], [-1.1720, -1.7762, -0.6370], [0.8237, -4.5402, 0.4700], [3.9321, -3.0126, 1.9047], [1.0983, -2.2222, 4.2602], [1.3142, 2.1244, -1.0356], [2.6695, -0.9567, -1.2375], [-4.1481, 4.0117, 0.4598], [-7.7177, 1.6016, 0.4419], [1.4434, -3.6993, 0.9631], [5.0234, -3.3825, 2.0185], [1.6091, -2.2860, 3.2277], [4.5211, -0.0528, -0.6211], [3.6552, 0.3651, 1.7137], [0.9796, 1.3129, -0.2776], [-8.6023, 2.2475, 0.4826], [2.8921, -0.6638, 1.3373], [-6.5126, 2.5162, 0.4322], [-0.3076, 0.9324, 3.2448], [3.8715, -0.2735, -1.4570], [5.0624, 0.8557, -2.8355], [-2.6927, 1.4460, 0.1950], [0.0352, 0.5473, 2.2118], [2.3245, -2.3068, 1.5625], [4.1748, 0.2290, -2.7190], [-0.4569, -1.0476, -0.0857], [-4.0997, 2.3487, 0.3300], [2.2620, -1.1877, 0.1398], [-7.7825, 0.9890, -0.4621], [2.1540, -0.7806, -3.6017], [-6.6222, 3.2123, -0.4186], [-5.3081, 1.7122, 0.3369], [3.3235, -0.0381, -3.7879], [3.7313, 1.2773, 1.1390], [4.2426, 0.2390, 2.6119], [0.9345, -1.8316, -2.1712], [3.5763, 0.3399, -4.7854], [-6.5458, 3.1228, 1.3553], [1.8447, -1.2734, -2.3338], [1.4594, -0.9584, -4.4235], [0.7398, -0.0940, 0.7284]],
  "forces_ev_per_angstrom": [[0.04, -0.02, -0.14], [0.81, 1.20, 0.32], [0.76, 0.66, 0.71], [1.47, -0.40, -0.51], [0.80, -0.31, -0.93], [-1.03, -0.88, 0.74], [0.71, -0.44, -0.14], [0.30, 1.21, 0.07], [-0.06, -0.22, 0.01], [-1.39, -0.96, -1.61], [-1.17, 0.40, 0.11], [-1.18, 0.92, 0.72], [-0.08, -0.04, 0.02], [-0.02, -0.54, 0.41], [2.21, 1.86, -1.14], [-0.02, -0.13, 0.00], [0.69, 1.77, -2.61], [0.03, -0.15, 0.00], [0.47, -0.47, -1.17], [-0.16, 0.31, -0.68], [-0.19, -0.25, -0.16], [-0.62, -0.33, 0.00], [-1.20, 0.91, 1.80], [0.06, -4.14, 3.49], [-0.09, -0.28, 0.08], [-1.58, -2.64, -0.25], [0.21, 0.30, -0.01], [-0.52, 2.62, -0.46], [0.05, 0.00, 0.11], [0.17, -0.25, 0.51], [0.47, -0.25, 0.33], [-1.02, -0.02, 0.03], [0.12, 0.27, -0.57], [0.12, 0.07, -0.14], [-0.02, 0.50, 0.40], [-0.07, 0.04, 0.04], [-0.18, -0.04, 0.36], [0.44, -0.22, -0.42], [0.51, 0.48, -0.24], [0.27, 0.01, 0.10], [-0.10, -0.54, 0.80]],
  "homo_energy_ev": -1.0,
  "e_lumo_ev": 4.678,
  "charge": -2,
  "homo_lumo_gap_ev": 5.70,
  "relative_energy_ev": 0.000
}